Record 1
Computed, not measured: a cluster of 2 separate species, ClNO7 in total in a non-equilibrium geometry, with ωB97M-V with the def2-TZVPD basis set.

ORCA input file:
```
! RIJCOSX wB97M-V def2-TZVPD def2/J DEFGRID3
* xyz -2 1
Cl 1.254 -1.760 -0.659
O 1.121 -2.541 -1.830
O 1.476 -2.545 0.407
O 2.236 -0.757 -0.824
O 0.002 -1.041 -0.609
N -1.529 2.181 0.930
O -0.570 1.477 0.597
O -1.665 3.180 0.305
O -2.324 1.807 1.683
*
```

energy	-1041.240834	hartree
M	161.5	g/mol
energy above the lowest of the compared OMol25 structures with the same formula, charge and spin	138.2	kJ/mol
LUMO energy	6.47	eV
E_HOMO	-0.5	eV

Results of the Mulliken charge analysis, in e, for atoms 1 through 6:
1 Cl 1.629
2 O -0.717
3 O -0.615
4 O -0.672
5 O -0.623
6 N 1.061

---

Record 2
Computed, not measured: a structure of composition ClNO7Tl2 in a non-equilibrium geometry, with ωB97M-V with the def2-TZVPD basis set.

ORCA input file:
```
! RIJCOSX wB97M-V def2-TZVPD def2/J DEFGRID3
* xyz 4 1
Tl 2.652 12.030 7.931
Tl -2.579 13.099 3.605
N 1.288 13.432 4.267
O 0.331 12.851 4.095
O 1.849 13.302 5.373
O 1.558 14.328 3.477
Cl -0.826 16.523 5.019
O -1.325 15.728 6.123
O -1.434 17.785 4.808
O 0.563 16.681 5.214
O -0.836 15.755 3.751
*
```

energy	-1383.795147	hartree
M	570.2	g/mol
energy above the lowest of the compared OMol25 structures with the same formula, charge and spin	6.1	kJ/mol
LUMO energy	-23.53	eV
E_HOMO	-27.5	eV

Results of the Mulliken charge analysis, in e, for atoms 1 through 6:
1 Tl 1.216
2 Tl 1.051
3 N 1.182
4 O -0.216
5 O -0.137
6 O -0.085